ORCA calculation (ωB97M-V/def2-TZVPD) on a structure of composition C43H63Cl3F2I2N6NaO8 at a distorted geometry.

Geometry as XYZ:
```
128
Properties=species:S:1:pos:R:3:forces:R:3
I 0.6061 -0.2062 3.1935 -0.13 0.17 0.25
I 1.2290 -6.5493 0.1917 -0.31 0.70 -0.10
Cl 2.5134 1.2774 -3.9744 -0.15 0.06 -0.03
Cl 2.8566 -1.3446 -2.7665 0.16 -0.20 -0.07
Cl 5.1691 0.4168 -3.1840 -0.24 -0.30 0.01
Na -2.0059 -2.2069 -0.4026 -0.25 1.71 0.40
F 6.4170 -1.6816 -1.1803 0.02 0.17 -0.33
F 3.2907 0.4382 0.0275 0.39 -0.20 0.05
O -1.1452 -4.9396 0.8536 1.57 0.70 -0.64
O -1.8115 0.4407 -3.2826 0.47 -0.59 0.25
O -7.7258 6.0224 -3.0408 0.02 -0.06 -0.03
O 3.7830 4.2644 -0.4314 -0.08 -0.11 0.02
O -0.6086 -1.4517 6.9207 0.10 -0.09 -0.32
O 8.3464 5.3603 -2.5070 -0.02 -0.06 0.04
O -7.7508 1.7891 -6.3066 0.03 -0.03 0.02
O -0.2754 -1.0573 -2.9781 -0.40 -0.28 0.59
N 5.4509 2.7417 -0.2871 0.09 -0.03 0.09
N 5.8906 4.8722 -1.0342 -0.19 -0.17 0.10
N 8.7353 5.9972 -4.6447 0.03 0.08 0.06
N 0.7709 -2.5634 1.1361 0.22 -1.33 -2.34
N 7.2902 4.2585 -4.1886 0.00 -0.01 0.13
N -0.9195 -0.2938 -3.6709 -0.25 0.60 -0.54
C -9.7728 5.8847 -4.9450 -0.11 0.09 -0.04
C 8.1361 5.2131 -3.7030 -0.01 -0.05 -0.17
C -1.3997 -2.6777 8.9061 -0.12 0.07 -0.10
C -0.2439 -2.0273 8.1663 -0.02 -0.03 0.19
C 1.3019 -1.2798 0.5701 1.05 0.90 0.34
C -9.7512 3.7125 -6.6843 -0.12 0.01 -0.10
C -8.7738 3.8238 -5.7036 0.06 0.10 0.10
C -4.9135 -2.0261 -2.6223 0.02 -0.01 -0.01
C 4.2879 -2.4693 2.0533 0.38 0.41 0.57
C -4.6403 2.1376 -3.5442 -0.07 0.03 0.05
C -10.7469 5.7652 -5.9213 0.01 -0.07 -0.04
C 2.1760 -0.7356 1.6822 -0.49 0.20 1.66
C -6.6612 2.9373 -4.5669 -0.05 0.11 0.05
C 5.5538 -3.7330 3.8972 -0.11 0.26 0.60
C -5.3843 -2.3947 -1.3693 0.00 0.06 -0.05
C 3.4654 0.3196 -2.8174 0.57 0.41 0.06
C -2.9561 -3.3865 -2.2974 -0.08 -0.25 -0.15
C 0.2525 -4.0262 3.7240 0.35 -0.43 0.01
C 4.8941 -1.8751 0.7823 -0.35 0.02 1.31
C 2.9288 0.5636 1.3713 -0.97 0.54 -0.09
C -10.7320 4.6828 -6.7952 0.00 0.05 0.06
C 1.9458 -3.1238 1.9147 0.10 -1.08 2.11
C 1.6641 -4.0902 3.1161 -0.94 0.32 -0.46
C -7.7349 2.7666 -5.5876 -0.06 -0.18 -0.19
C -5.6069 4.2180 -2.8173 0.14 -0.02 0.10
C -4.6073 3.2652 -2.7274 -0.02 -0.07 -0.03
C 5.6144 -3.7137 5.4357 -0.28 -0.78 -0.75
C -0.0254 -4.8277 0.3946 -1.05 -1.17 0.69
C 0.4984 -3.4655 -0.0514 -0.96 0.32 -0.28
C 4.9708 3.9859 -0.5770 0.12 0.15 -0.01
C -6.6400 4.0548 -3.7325 0.01 -0.11 -0.10
C -1.5822 -0.4224 6.9683 -0.07 0.08 0.13
C -1.1716 0.7776 7.8031 0.10 -0.04 0.03
C 5.2267 -2.3563 3.2884 0.04 -0.71 -0.81
C -3.7007 -2.5226 -3.0884 0.00 0.07 0.08
C -0.5688 -0.2528 -5.1167 -0.08 0.13 -0.16
C 2.1482 1.8737 1.4293 0.70 0.03 -0.54
C -5.6639 1.9753 -4.4621 0.15 -0.07 0.10
C -3.4315 -3.7619 -1.0383 -0.69 -0.77 -0.42
C 2.8612 -1.9774 2.4001 -0.91 0.18 -2.19
C -8.7783 4.9211 -4.8374 0.05 -0.14 -0.07
C -7.7196 5.0808 -3.8052 -0.05 0.30 0.19
C -4.6465 -3.2656 -0.5761 0.06 0.03 0.09
H 5.1383 -0.8362 0.9800 0.12 0.15 -0.29
H 6.8672 4.6589 -1.1646 0.04 0.18 -0.12
H 2.1281 2.3113 2.4192 -0.30 -0.12 0.17
H 4.7939 -1.7171 4.0532 0.07 0.26 0.07
H 6.8300 3.6653 -3.5225 -0.04 0.00 -0.03
H -1.8622 -3.4495 8.2887 0.03 -0.03 0.02
H 3.8120 0.6766 1.9931 0.28 -0.38 -0.08
H -0.7206 -1.2511 -5.5166 0.10 -0.06 0.05
H 6.1278 -4.6157 5.7571 0.29 0.10 0.32
H -3.7990 3.3980 -2.0193 0.00 0.01 -0.01
H 4.2000 -3.5432 1.8822 -0.09 -0.10 -0.04
H 6.4111 2.4681 -0.3911 -0.01 -0.03 -0.05
H -1.7301 -0.1044 5.9335 0.06 -0.09 -0.04
H -0.3950 -4.7661 3.2588 -0.17 0.08 -0.06
H 4.7994 -4.4744 3.6294 -0.13 -0.02 -0.14
H -2.8532 -4.4398 -0.4190 -0.20 -0.13 -0.09
H -9.7809 6.7278 -4.2684 0.11 -0.03 0.05
H 1.3357 -3.5050 -0.7379 0.31 -0.02 0.22
H 4.2401 -1.9368 -0.0829 0.13 -0.10 -0.21
H 4.5955 -3.8339 5.8028 -0.08 0.40 0.29
H -3.3377 -2.2371 -4.0649 -0.01 0.01 -0.07
H 1.1699 1.7975 0.9658 -0.28 -0.07 0.21
H 6.1674 -1.9520 2.9223 0.03 0.45 0.25
H -2.1757 -1.9574 9.1674 0.04 0.02 0.08
H 0.2523 -1.2836 8.7977 -0.04 0.02 0.02
H -9.7415 2.8697 -7.3613 0.09 -0.05 0.06
H -5.0168 -3.5609 0.3974 -0.01 -0.03 -0.02
H 4.7906 2.0660 0.0387 0.06 -0.16 -0.12
H 5.8330 -2.3653 0.5624 0.08 -0.02 -0.49
H -0.1439 -2.5320 1.5893 0.51 0.62 1.05
H 9.3634 6.7076 -4.3180 0.00 -0.01 0.01
H -5.5859 5.0920 -2.1810 -0.12 0.04 -0.05
H -5.4913 -1.3518 -3.2389 -0.02 0.03 -0.01
H 6.0757 -2.8219 5.8412 0.12 0.06 0.10
H -1.2125 0.4678 -5.6069 -0.04 0.02 0.09
H 5.5680 5.7943 -1.2608 0.03 0.01 -0.01
H 0.5048 -2.7857 7.9351 0.01 0.05 -0.12
H -11.5186 6.5185 -6.0061 0.00 0.00 0.00
H 1.9752 -1.4759 -0.2679 -0.25 -0.43 -0.16
H 2.7118 -1.7608 3.4445 0.28 -0.52 0.35
H -5.6898 1.1038 -5.1025 -0.11 0.06 -0.10
H -3.8624 1.3906 -3.4660 -0.02 0.06 -0.02
H -0.2376 1.2006 7.4299 -0.01 0.01 -0.02
H -2.5424 -0.8236 7.3100 0.00 0.02 0.05
H 7.1075 4.1239 -5.1643 0.03 0.01 -0.01
H 2.4051 -3.7855 1.1885 0.56 0.60 -0.41
H 3.3171 0.7438 -1.8347 -0.09 0.03 -0.33
H -1.0186 0.5147 8.8497 -0.08 0.01 0.02
H 2.4062 -3.8606 3.8688 0.15 0.15 0.10
H 8.5818 5.8981 -5.6296 -0.01 -0.03 0.00
H -1.9433 1.5466 7.7623 0.00 0.00 -0.02
H 0.3226 -4.2999 4.7708 -0.12 0.03 0.18
H 0.5379 -0.5769 0.2587 -0.31 -0.12 -0.09
H -11.4894 4.5970 -7.5628 -0.01 0.00 0.00
H 6.4819 -4.1136 3.4819 0.18 0.05 -0.08
H -0.2096 -3.0434 3.6883 0.02 0.13 0.05
H -0.3423 -2.9971 -0.6180 1.36 -0.64 0.10
H 2.7093 2.5693 0.8018 0.07 0.19 0.02
H 1.8661 -5.1101 2.8028 0.00 -0.11 -0.01
H -2.0074 -3.7727 -2.6602 -0.07 -0.07 -0.06
H -6.3278 -2.0058 -1.0108 -0.01 -0.01 -0.01
H -1.0460 -3.1340 9.8303 0.02 -0.01 -0.01
H 0.4754 0.0402 -5.1860 0.04 -0.13 0.06
```
Positions in Å, forces in eV/Å.

Properties
F_max: 2.70 eV/Å
charge: +1
DFT total energy: -4944.35822 Ha
gap between HOMO and LUMO: 3.7 eV
highest occupied orbital energy: -0.298 Ha

Here are the Mulliken charges for atoms 1 to 2, given in e: 0.2075, 0.2031

ORCA calculation (ωB97M-V/def2-TZVPD) on a structure of composition C43H65N2O3P2PdSSi3.

Geometry as XYZ:
```
120
Properties=species:S:1:pos:R:3:forces:R:3
Pd 0.0192 -1.0612 -0.1322 0.11 -0.06 0.25
S 0.3613 -3.0596 -1.4464 -0.13 -0.06 -0.04
P -1.5764 1.0323 0.4597 0.24 0.29 0.16
P 1.7421 1.0777 0.3411 -0.33 0.09 0.28
Si -0.1591 -4.7686 -0.4061 -0.04 -0.04 -0.01
Si 4.1544 -0.7061 -0.0503 0.03 0.04 0.09
Si -3.7535 -1.0626 -0.1555 -0.03 0.02 -0.07
O 0.2482 -6.1348 -1.2400 0.11 0.00 0.05
O 0.5808 -4.9810 1.0554 -0.09 -0.03 0.17
O -1.7947 -4.9110 -0.1978 0.06 -0.08 0.01
N 2.5383 -0.2624 0.2329 -0.12 0.09 -0.19
N -2.3138 -0.3492 0.4125 -0.01 0.01 -0.09
C 1.5432 -8.1106 -1.1398 -0.02 0.01 0.01
C 2.9304 2.7512 3.8635 -0.02 -0.03 -0.03
C -2.1199 3.3194 -1.1367 0.00 0.00 0.01
C -1.9763 -7.0666 0.9646 0.00 0.07 -0.02
C 1.4745 3.3374 -3.6519 0.02 0.01 -0.02
C -0.7825 -3.5618 2.5183 0.01 -0.06 -0.04
C -4.1621 3.2237 2.7699 0.00 0.00 -0.01
C 5.2046 -0.3898 1.4859 -0.03 -0.02 -0.01
C -1.4189 2.9097 2.5309 -0.01 0.05 -0.02
C -3.6414 2.3437 1.8339 0.00 -0.02 0.02
C 0.8166 -5.2730 3.3842 0.02 0.01 -0.04
C 4.9661 0.2615 -1.4564 0.11 -0.08 0.03
C -4.5309 -2.0108 1.2662 0.03 -0.01 0.00
C 3.5489 3.0723 1.1777 -0.04 0.01 0.05
C -2.3465 3.9518 -2.3518 0.00 0.02 0.00
C -2.8350 -6.7350 -1.3758 0.03 0.03 0.00
C -1.7803 1.9702 -1.0971 -0.09 -0.03 0.03
C 4.2338 3.8009 2.1399 0.01 0.00 0.00
C 1.4868 -6.6845 -1.6807 -0.01 -0.04 -0.05
C 1.6792 2.0301 -1.2064 0.11 -0.08 -0.06
C 1.7448 1.9778 -3.6149 0.03 -0.03 0.03
C 2.5397 2.1857 1.5482 0.07 0.07 -0.06
C -1.6572 1.2646 -2.2946 0.05 0.09 0.02
C 1.2982 4.0436 -2.4695 -0.02 0.04 0.02
C -2.2274 3.2425 -3.5373 -0.02 0.03 0.00
C -5.0580 0.1778 -0.7587 -0.02 -0.06 0.04
C 1.6884 -3.2224 2.2513 0.01 -0.02 0.01
C 0.5605 -4.2472 2.2821 0.08 0.01 0.00
C 1.3986 3.3924 -1.2495 -0.05 -0.02 -0.03
C 4.2285 -2.5315 -0.4757 -0.02 0.04 -0.01
C 3.9253 3.6422 3.4839 0.01 0.01 0.00
C 1.8453 1.3243 -2.3952 -0.03 0.08 -0.01
C 0.0961 0.8006 0.7717 0.06 -0.44 -0.48
C -2.6033 -6.0779 -0.0170 -0.08 0.09 -0.01
C -1.9370 3.7913 3.4724 0.02 0.00 0.00
C -1.8747 1.8999 -3.5071 0.00 -0.05 0.02
C -2.2640 2.1772 1.7062 -0.02 0.00 0.03
C -3.3091 3.9490 3.5936 0.00 -0.01 -0.01
C 1.4488 -6.6881 -3.2068 -0.01 0.02 0.02
C -3.4440 -2.2038 -1.6032 -0.05 -0.03 0.04
C 2.2432 2.0268 2.8997 0.01 0.01 0.04
C 2.6948 -5.8923 -1.1929 -0.03 0.00 0.02
C -3.9302 -5.5795 0.5462 0.01 -0.01 0.00
H -1.8837 -7.0474 -1.8042 -0.02 -0.01 -0.01
H -1.0381 -7.4588 0.5779 0.07 -0.01 -0.01
H -3.8092 -2.7218 1.6737 0.00 -0.01 -0.01
H -4.8048 -1.3178 2.0669 0.00 0.00 0.00
H -2.6627 -7.8987 1.1408 0.00 0.01 -0.02
H 2.7007 -5.8298 -0.1041 0.00 0.00 -0.01
H -1.3866 0.2147 -2.2651 -0.02 -0.04 -0.01
H 1.3890 3.8473 -4.6039 0.00 0.00 0.01
H 1.3571 -5.6621 -3.5668 0.00 -0.01 -0.01
H 3.6145 -6.3792 -1.5262 -0.01 0.00 0.00
H 0.0149 -6.0129 3.4075 0.00 -0.01 0.00
H -2.4077 3.7349 -4.4853 0.01 0.00 0.00
H 1.7587 -5.7910 3.1941 -0.01 0.00 0.01
H -1.7806 -6.5735 1.9179 0.01 -0.01 0.00
H -4.3085 1.7820 1.1941 0.00 -0.02 0.00
H 4.5382 0.0164 -2.4305 -0.03 -0.01 0.00
H 1.5290 -2.4913 1.4575 0.04 0.00 0.01
H 2.6701 -4.8797 -1.5921 0.00 0.03 0.00
H -4.6471 -6.4010 0.6236 0.01 0.01 0.01
H -3.7159 4.6344 4.3271 0.00 0.00 0.00
H -1.7717 1.3417 -4.4297 0.00 0.01 0.00
H -4.3428 -4.8083 -0.1043 0.00 0.02 -0.02
H 6.2034 -0.8251 1.3849 0.00 0.01 -0.01
H -4.3646 -2.7435 -1.8532 0.01 -0.01 0.00
H -2.6622 -2.9322 -1.3842 0.01 -0.01 -0.01
H 1.5589 -8.0899 -0.0482 0.00 0.00 -0.01
H 4.5056 -3.1374 0.3905 -0.03 -0.01 0.00
H 2.6394 -3.7269 2.0653 0.00 0.01 -0.01
H 1.0685 5.1018 -2.4984 0.00 0.00 0.00
H -0.7747 -3.0415 3.4786 0.03 0.00 0.00
H 1.2442 3.9420 -0.3274 0.00 0.00 0.00
H 2.4372 -8.6286 -1.4946 0.00 0.00 0.00
H 3.2384 -2.8522 -0.8092 0.00 -0.01 0.01
H 5.0141 4.4892 1.8389 0.00 0.00 0.01
H -1.2642 4.3535 4.1087 -0.01 0.00 0.00
H 1.8680 1.4214 -4.5360 0.00 0.00 0.00
H 4.4628 4.2075 4.2353 0.00 0.00 0.00
H -2.2175 3.8804 -0.2150 -0.01 0.00 -0.01
H 4.9443 -2.7415 -1.2752 0.02 0.02 0.03
H 4.7239 -0.8456 2.3560 0.01 -0.01 -0.01
H 0.8739 -4.7856 4.3603 -0.01 0.00 -0.02
H -3.3029 -6.0160 -2.0507 0.00 0.00 -0.01
H -5.2350 3.3436 2.8585 0.00 0.00 0.00
H -5.4256 -2.5634 0.9668 0.00 0.00 -0.01
H -0.3480 2.7936 2.4249 0.04 -0.03 0.01
H -5.6339 0.6065 0.0658 0.00 0.04 -0.03
H -3.7859 -5.1475 1.5379 0.00 0.01 -0.01
H -3.1429 -1.6423 -2.4917 0.03 0.03 0.01
H 2.6925 2.6153 4.9114 0.00 0.00 0.00
H 5.3171 0.6783 1.6925 -0.02 0.00 -0.01
H -1.5900 -4.2951 2.5232 -0.03 0.00 0.00
H 0.6617 -8.6677 -1.4642 0.00 0.00 0.00
H -5.7699 -0.3499 -1.4015 0.01 0.00 0.01
H 1.4764 1.3186 3.1945 -0.02 0.00 -0.01
H 2.0370 0.2593 -2.3497 0.01 -0.03 0.00
H 1.7542 -2.6896 3.2035 -0.01 0.01 0.00
H 0.5854 -7.2570 -3.5578 0.00 0.01 0.00
H -2.6162 5.0010 -2.3697 0.00 -0.01 0.00
H 2.3570 -7.1324 -3.6212 0.00 0.00 0.01
H 4.8913 1.3436 -1.3214 -0.03 0.00 0.02
H -0.9949 -2.8283 1.7398 -0.02 0.07 -0.06
H -3.4905 -7.6037 -1.2762 -0.01 0.00 0.01
H 6.0303 0.0023 -1.4886 -0.01 0.03 -0.03
H 3.7996 3.1943 0.1304 0.01 0.00 0.01
H -4.6285 0.9920 -1.3483 0.02 0.01 0.02
```
Positions in Å, forces in eV/Å.

Properties
ΔE to the lowest compared entry with this formula, charge and spin: 0.000 eV
F_max: 0.66 eV/Å
charge: -1
DFT total energy: -4090.40385 Ha
gap between HOMO and LUMO (spin up / spin down): 6.7 / 6.4 eV
highest occupied orbital energy (spin up / spin down): -0.156 / -0.178 Ha
multiplicity: 3

Here are the Mulliken charges for atoms 1 to 2, given in e: 0.7587, -1.0440

Which formula does entry 2 have?
C43H65N2O3P2PdSSi3

The highest charge belongs to which entry?
C43H63Cl3F2I2N6NaO8

Which of these has the lowest F_max?
C43H65N2O3P2PdSSi3

Among the records above, which one has the highest charge?
C43H63Cl3F2I2N6NaO8